{"formula": "C6H10O", "method": "the ωB97M-V functional and the def2-TZVPD basis", "symbols": ["C", "C", "O", "C", "C", "C", "C", "H", "H", "H", "H", "H", "H", "H", "H", "H", "H"], "xyz": [[0.92736, 0.72289, -0.97871], [-0.59652, 0.71759, -1.06248], [-1.22728, 1.24434, 0.08801], [-0.91168, 0.53520, 1.33505], [-0.86281, -0.93720, 1.06892], [0.10390, -1.37730, 0.25512], [1.31122, -0.51482, -0.10575], [1.32078, 1.65610, -0.55356], [1.35892, 0.64073, -1.98424], [-1.03909, 1.15008, -1.95980], [-0.82881, -0.35605, -1.11894], [0.05037, 0.91413, 1.70753], [-1.68473, 0.80789, 2.06354], [-1.74762, -1.53782, 1.27512], [0.00271, -2.34323, -0.23809], [2.04887, -1.13263, -0.62357], [1.77441, -0.18989, 0.83185]], "atomic_forces_ev_per_a": [[-0.10, -0.09, 0.04], [0.00, -0.32, -0.25], [-0.11, -0.20, 0.42], [0.04, 0.26, -0.22], [0.12, -0.07, -0.34], [0.22, -0.24, 0.56], [0.11, -0.13, 0.10], [-0.19, -0.22, -0.01], [-0.16, -0.08, 0.16], [0.11, 0.57, 0.29], [-0.40, 0.50, -0.59], [-0.12, -0.08, -0.03], [0.14, 0.03, -0.37], [0.22, 0.05, -0.02], [0.16, -0.04, 0.35], [-0.05, 0.07, 0.08], [0.01, -0.01, -0.14]], "nbo_charge": [-0.44, -0.08, -0.53, -0.12, -0.24, -0.16, -0.46, 0.22, 0.21, 0.19, 0.17, 0.17, 0.20, 0.21, 0.21, 0.22, 0.22], "e_lumo_ev": 1.1, "orbital_gap_ev": 10.319, "e_above_lowest_kj_mol": 130.18, "homo_ev": -9.219, "e_tot_ha": -309.7928}